{
  "formula": "C47H112N8O8",
  "method": "ωB97M-V with the def2-TZVPD basis set",
  "species": ["C", "C", "C", "O", "C", "N", "H", "H", "H", "H", "H", "H", "H", "H", "H", "H", "H", "C", "C", "C", "O", "C", "N", "H", "H", "H", "H", "H", "H", "H", "H", "H", "H", "H", "C", "C", "C", "O", "C", "N", "H", "H", "H", "H", "H", "H", "H", "H", "H", "H", "H", "C", "C", "C", "O", "C", "N", "H", "H", "H", "H", "H", "H", "H", "H", "H", "H", "H", "C", "C", "C", "O", "C", "N", "H", "H", "H", "H", "H", "H", "H", "H", "H", "H", "H", "C", "C", "C", "C", "C", "C", "N", "O", "C", "C", "C", "H", "H", "H", "H", "H", "H", "H", "H", "H", "H", "H", "H", "H", "H", "H", "H", "H", "H", "H", "C", "C", "C", "C", "C", "C", "N", "O", "C", "C", "C", "H", "H", "H", "H", "H", "H", "H", "H", "H", "H", "H", "H", "H", "H", "H", "H", "H", "H", "H", "C", "C", "C", "C", "C", "C", "N", "O", "C", "C", "C", "H", "H", "H", "H", "H", "H", "H", "H", "H", "H", "H", "H", "H", "H", "H", "H", "H", "H", "H"],
  "positions_angstrom": [[-17.3897, 14.4789, -22.2998], [-18.7458, 14.7432, -22.9494], [-19.7215, 13.5728, -22.6884], [-19.3165, 12.3737, -23.3981], [-20.1725, 11.2718, -23.2730], [-19.3086, 15.9553, -22.3380], [-17.5485, 14.1055, -21.2881], [-16.7421, 15.3470, -22.1769], [-16.8988, 13.6761, -22.8500], [-18.6129, 14.8405, -24.0268], [-20.6954, 13.8258, -23.1075], [-19.7938, 13.3394, -21.6262], [-20.9870, 11.4032, -23.9854], [-20.5581, 11.1635, -22.2593], [-19.6969, 10.3395, -23.5775], [-20.2488, 16.1581, -22.6463], [-18.8945, 16.8204, -22.6548], [-21.1135, 5.3955, -20.9054], [-20.3010, 4.1183, -21.2383], [-18.9866, 4.1556, -20.5122], [-18.5042, 2.8104, -20.4500], [-17.2113, 2.6405, -19.7877], [-21.1025, 3.0142, -20.7028], [-21.3986, 5.5149, -19.8601], [-22.0551, 5.5435, -21.4340], [-20.5079, 6.2828, -21.0900], [-20.0336, 3.9585, -22.2828], [-19.1313, 4.4351, -19.4686], [-18.2517, 4.8312, -20.9498], [-17.3309, 2.5968, -18.7052], [-16.4965, 3.3885, -20.1308], [-16.6697, 1.7485, -20.1024], [-21.1700, 3.0971, -19.6984], [-20.4449, 2.2597, -20.8380], [-19.5734, 8.4935, -21.7253], [-19.3938, 7.9606, -23.2006], [-20.6957, 7.5808, -23.9635], [-21.2575, 6.5280, -23.1872], [-21.9644, 5.4720, -23.8990], [-18.8746, 9.1526, -23.7788], [-19.6372, 7.5967, -21.1090], [-20.4996, 9.0411, -21.5512], [-18.6773, 8.9484, -21.3032], [-18.7365, 7.0912, -23.2151], [-20.5230, 7.1977, -24.9692], [-21.3507, 8.4476, -24.0509], [-22.0899, 4.8474, -23.0146], [-21.3146, 4.9870, -24.6274], [-22.9140, 5.8686, -24.2581], [-18.5819, 8.9414, -24.7221], [-18.0288, 9.4165, -23.2939], [-23.5943, 3.9507, -21.7530], [-22.9566, 2.7819, -22.5906], [-21.7331, 3.1473, -23.4443], [-21.0114, 2.0085, -24.0472], [-19.8842, 2.4552, -24.8347], [-22.5023, 1.8851, -21.5587], [-24.0056, 4.6289, -22.5006], [-22.9002, 4.4035, -21.0450], [-24.4619, 3.4745, -21.2963], [-23.6930, 2.2827, -23.2204], [-21.1207, 3.8586, -22.8903], [-22.1355, 3.6515, -24.3229], [-19.6990, 1.4899, -25.3058], [-19.1460, 2.9398, -24.1957], [-20.2314, 3.2672, -25.4735], [-22.0347, 2.5531, -20.9626], [-21.7526, 1.3476, -21.9699], [-15.3078, 7.8960, -25.1967], [-16.8022, 8.1315, -25.4840], [-17.0639, 9.6297, -25.7055], [-16.9513, 10.3170, -24.4509], [-17.2326, 11.6191, -24.4937], [-17.2081, 7.3431, -26.6371], [-14.9211, 8.4935, -24.3712], [-14.6150, 8.0409, -26.0256], [-15.1446, 6.8904, -24.8092], [-17.3920, 7.8305, -24.6182], [-18.0871, 9.7852, -26.0475], [-16.4543, 10.0894, -26.4834], [-17.2483, 12.0016, -23.4732], [-18.2266, 11.6810, -24.9367], [-16.4828, 12.1810, -25.0506], [-16.5852, 6.5748, -26.8418], [-17.2368, 7.8980, -27.4806], [-16.4581, 10.6739, -18.8845], [-16.3670, 10.1997, -20.3591], [-14.9059, 10.5869, -20.8989], [-14.5006, 9.9395, -22.2454], [-14.6336, 8.3927, -22.0108], [-16.0549, 7.9084, -21.5587], [-16.5614, 8.7767, -20.4836], [-17.7257, 8.3311, -19.9298], [-17.0533, 7.9291, -22.7488], [-15.9039, 6.4616, -21.0148], [-17.3874, 11.0427, -21.2269], [-16.3284, 11.7537, -18.8119], [-15.6030, 10.2749, -18.3389], [-17.3734, 10.3727, -18.3750], [-14.7738, 11.6510, -21.0944], [-14.1654, 10.1964, -20.2009], [-13.4890, 10.2571, -22.4981], [-15.1906, 10.2843, -23.0155], [-13.7993, 8.1025, -21.3722], [-14.4049, 7.9830, -22.9946], [-17.9001, 7.2599, -22.5964], [-17.4784, 8.9032, -22.9910], [-16.5891, 7.6529, -23.6955], [-14.9863, 6.0481, -21.4333], [-15.7538, 6.3985, -19.9370], [-16.7413, 5.7978, -21.2300], [-17.5228, 12.0341, -20.7945], [-18.4090, 10.6627, -21.2179], [-16.9625, 11.2436, -22.2103], [-17.4602, 7.9992, -19.0690], [-24.1896, 6.8928, -25.3477], [-23.4011, 8.1442, -25.7492], [-21.8986, 7.7483, -26.0848], [-21.7609, 7.1062, -27.5127], [-22.4522, 7.9429, -28.5875], [-23.9229, 8.2523, -28.2771], [-23.9182, 8.8127, -26.9115], [-25.1804, 9.2737, -26.5536], [-24.2517, 9.3962, -29.2816], [-24.8406, 7.0821, -28.5197], [-23.3236, 9.1922, -24.5849], [-23.8424, 6.0342, -25.9225], [-23.9608, 6.7034, -24.2990], [-25.2730, 7.0114, -25.3659], [-21.3133, 8.6648, -26.0097], [-21.5120, 7.0375, -25.3545], [-20.7575, 6.7101, -27.6690], [-22.3222, 6.1759, -27.5996], [-22.3052, 7.5229, -29.5825], [-21.8339, 8.8400, -28.6198], [-25.3085, 9.6464, -29.1891], [-24.3408, 9.0297, -30.3043], [-23.6164, 10.2627, -29.0984], [-24.7740, 6.6500, -29.5182], [-25.9076, 7.1989, -28.3304], [-24.4271, 6.2500, -27.9499], [-22.9176, 10.1404, -24.9371], [-24.3417, 9.1856, -24.1955], [-22.6663, 8.7862, -23.8160], [-24.9613, 10.1802, -26.3261], [-18.5900, 4.8876, -24.8728], [-17.1965, 4.9066, -24.4112], [-16.9261, 3.6124, -23.5198], [-16.9163, 2.2977, -24.2036], [-15.8712, 2.3270, -25.4401], [-15.9974, 3.5759, -26.3304], [-16.0820, 4.8340, -25.4306], [-15.9631, 6.0316, -26.1236], [-14.6512, 3.7233, -27.0991], [-17.2469, 3.4989, -27.2847], [-16.9148, 6.1219, -23.4845], [-19.2903, 5.4651, -24.2693], [-18.9919, 3.8789, -24.9673], [-18.7250, 5.4829, -25.7758], [-15.9724, 3.7486, -23.0098], [-17.7559, 3.4801, -22.8256], [-17.9441, 2.0536, -24.4721], [-16.5769, 1.5863, -23.4507], [-16.1037, 1.4148, -25.9896], [-14.8615, 2.1209, -25.0850], [-14.6646, 4.5347, -27.8268], [-13.7996, 3.7528, -26.4194], [-14.4741, 2.8128, -27.6715], [-17.2745, 4.4137, -27.8766], [-17.2293, 2.6114, -27.9173], [-18.1969, 3.4309, -26.7546], [-17.4224, 7.0506, -23.7454], [-15.8492, 6.0954, -23.2566], [-17.3952, 6.0403, -22.5095], [-15.2027, 6.4330, -25.6966]],
  "lowdin_charge": [-0.056, -0.409, -0.151, -0.281, -0.125, 0.026, 0.068, 0.079, 0.054, 0.134, 0.120, 0.125, 0.084, 0.087, -0.005, 0.062, 0.067, -0.035, -0.312, -0.180, -0.206, -0.053, 0.105, 0.109, 0.055, 0.052, 0.121, 0.134, 0.096, 0.088, 0.074, 0.084, 0.155, 0.133, 0.011, -0.297, -0.190, -0.171, -0.110, -0.009, 0.058, 0.104, 0.044, 0.082, 0.079, 0.077, 0.024, 0.096, 0.050, 0.083, 0.013, -0.033, -0.350, -0.239, -0.142, -0.110, -0.008, 0.078, 0.042, 0.087, 0.129, 0.043, 0.101, 0.131, 0.036, 0.095, -0.237, 0.052, -0.008, -0.329, -0.120, -0.240, -0.146, 0.077, 0.079, 0.139, 0.086, 0.067, 0.127, 0.142, 0.042, 0.109, 0.111, -0.129, 0.074, -0.029, -0.426, -0.110, -0.151, -0.095, -0.319, -0.134, -0.038, -0.212, -0.021, 0.001, 0.082, 0.076, 0.078, 0.117, 0.109, 0.114, 0.087, 0.120, 0.078, 0.039, 0.038, 0.034, 0.092, 0.093, 0.037, 0.068, 0.076, 0.046, 0.120, -0.022, -0.451, -0.122, -0.138, -0.150, -0.501, -0.119, -0.016, -0.037, -0.029, -0.002, 0.084, 0.064, 0.100, 0.131, 0.022, 0.108, 0.093, 0.123, 0.114, 0.073, 0.083, 0.087, 0.088, 0.094, 0.062, 0.091, 0.091, 0.060, 0.105, -0.054, -0.348, -0.130, -0.153, -0.092, -0.423, 0.001, -0.118, -0.037, 0.004, -0.153, 0.087, -0.019, 0.099, 0.128, 0.101, 0.057, 0.115, 0.108, 0.107, 0.076, 0.082, 0.081, 0.083, 0.084, 0.055, -0.006, 0.122, 0.081, 0.013],
  "de_lowest_kj_mol": 3852.6,
  "max_force_ev_per_a": 13.23,
  "charge": 0,
  "homo_energy_ev": -6.27,
  "orbital_gap_ev": 6.7
}